Entry from the OMol25 dataset: an isolated molecule of C3H6O3 (the ωB97M-V functional and the def2-TZVPD basis).

Computed properties:
SMILES = COC(=O)CO
E_HOMO = -10.59 eV
Orbital gap = 11.39 eV

The geometry in XYZ format:
```
12
Properties=species:S:1:pos:R:3:lowdin_charge:R:1
O -2.41269 0.45718 -0.65943 -0.04
O 0.74357 -0.36140 0.72096 -0.04
O 0.07460 1.49123 -0.39494 0.12
C -0.17065 0.46112 0.18662 -0.48
C -1.56180 -0.12925 0.28180 -0.17
C 1.96435 -0.46352 -0.01600 -0.04
H 1.73952 -0.37748 -1.08295 0.10
H 2.34862 -1.46040 0.20255 0.09
H 2.68973 0.30037 0.26718 0.09
H -2.02256 1.31465 -0.88743 0.09
H -1.93945 -0.03315 1.31087 0.14
H -1.45322 -1.19935 0.07079 0.13
```

---

Entry from the OMol25 dataset: a structure of composition C3H6O3 at a distorted geometry (the ωB97M-V functional and the def2-TZVPD basis).

Computed properties:
E_HOMO (alpha / beta) = -9.15 / -9.65 eV
Orbital gap (alpha / beta) = 7.38 / 9.59 eV

The geometry in XYZ format:
```
12
Properties=species:S:1:pos:R:3:lowdin_charge:R:1
O -1.74721 -0.55787 0.46894 0.00
O 0.03767 -1.91956 -0.10906 0.00
O -1.20172 0.82380 -0.64710 -0.09
C 0.32658 0.52452 0.36366 -0.14
C -0.43933 -0.85093 0.66898 -0.48
C 1.38662 0.64472 -0.47865 0.09
H -0.25238 -1.12172 1.71398 0.15
H 0.19792 1.24595 1.16247 0.13
H -0.31280 -1.80981 -1.00304 0.10
H 1.53780 -0.05876 -1.28524 0.08
H -1.67412 1.67672 -0.53855 0.08
H 2.14096 1.40294 -0.31638 0.07
```

---

Entry from the OMol25 dataset: an isolated molecule of C3H6O3 at a distorted geometry (the ωB97M-V functional and the def2-TZVPD basis).

Computed properties:
SMILES = O=COCCO
E_HOMO = -10.38 eV
Orbital gap = 11.29 eV

The geometry in XYZ format:
```
12
Properties=species:S:1:pos:R:3:lowdin_charge:R:1
O -0.66177 1.34793 0.51609 -0.03
O -0.52073 0.54628 -1.57683 0.06
O 0.56360 -1.92647 -0.37938 -0.07
C 0.83643 -0.70424 0.27223 -0.22
C -0.46510 -0.00746 0.96495 -0.09
C -0.59289 1.46740 -0.80069 -0.36
H 0.34819 -1.74832 -1.30678 0.09
H -0.54247 0.13310 2.06497 0.13
H 1.40681 -0.07746 -0.43905 0.12
H -1.32785 -0.62024 0.68928 0.12
H -0.56847 2.52436 -1.07976 0.15
H 1.52424 -0.93488 1.07497 0.10
```

---

Entry from the OMol25 dataset: an isolated molecule of C3H6O3 at a distorted geometry (the ωB97M-V functional and the def2-TZVPD basis).

Computed properties:
SMILES = C[C@@H](O)C(=O)O
E_HOMO = -10.31 eV
Orbital gap = 10.89 eV

The geometry in XYZ format:
```
12
Properties=species:S:1:pos:R:3:lowdin_charge:R:1
O 0.07978 1.17956 -1.64093 0.09
O -0.77635 1.78543 0.34316 0.13
O -1.36498 -0.46926 1.16548 -0.10
C 0.98910 -1.09794 0.39236 -0.03
C -0.35575 0.94334 -0.36410 -0.49
C -0.43467 -0.54410 0.05340 -0.32
H 1.06293 -2.16116 0.58338 0.07
H 1.48247 -0.75217 -0.57652 0.09
H 0.05188 2.14647 -1.82993 0.14
H 1.49261 -0.42183 1.09990 0.09
H -1.33150 0.51448 1.59214 0.16
H -0.89552 -1.12283 -0.81834 0.17
```

---

Entry from the OMol25 dataset: an isolated molecule of C3H6O3P2 at a distorted geometry (the ωB97M-V functional and the def2-TZVPD basis).

Computed properties:
SMILES = C1OP23=P1(CO2)CO3
E_HOMO = -8.46 eV
Orbital gap = 8.60 eV

The geometry in XYZ format:
```
14
Properties=species:S:1:pos:R:3:lowdin_charge:R:1
P -0.50327 1.15073 -1.11170 0.82
P 0.29218 -0.61666 0.56005 0.92
O 0.85087 0.46190 -1.84350 -0.40
O -0.14539 1.95473 0.30435 -0.40
O -1.78994 0.03031 -0.91848 -0.41
C 1.48162 -0.49441 -0.89593 -0.32
C 0.16808 1.00869 1.41258 -0.35
C -1.40606 -1.07321 0.01433 -0.36
H -0.63787 1.05548 2.19017 0.10
H -1.32406 -2.03117 -0.54769 0.09
H 2.42630 -0.10320 -0.57085 0.07
H 1.63615 -1.46420 -1.37485 0.08
H 1.08494 1.28551 1.92716 0.07
H -2.13354 -1.16450 0.85436 0.09
```

---

Entry from the OMol25 dataset: a cluster of 2 separate species, C3H6O3S in total (the ωB97M-V functional and the def2-TZVPD basis).

Computed properties:
Charge = -2
E_HOMO = 0.44 eV
Orbital gap = 5.76 eV

The geometry in XYZ format:
```
13
Properties=species:S:1:pos:R:3:lowdin_charge:R:1
S 2.25139 0.33530 2.02653 -0.07
O 0.50563 0.21338 -2.69179 -0.11
O -1.23974 -0.19962 -1.34222 -0.13
O -2.66804 0.87321 0.65802 -0.15
C 0.00827 -0.09521 -1.58300 -0.70
C 0.74714 -0.16508 1.03761 -0.75
C 1.03808 -0.39782 -0.45638 -0.23
H -2.36832 0.51548 -0.21214 -0.02
H 1.93559 0.14229 -0.72057 0.05
H 1.28025 -1.46085 -0.60225 0.09
H 0.34812 -1.04708 1.53153 0.02
H -1.84322 0.66397 1.13691 -0.01
H 0.00485 0.62202 1.21776 0.00
```

---

Entry from the OMol25 dataset: a cluster of 2 separate species, C3H6O3S in total at a distorted geometry (the ωB97M-V functional and the def2-TZVPD basis).

Computed properties:
E_HOMO = -9.36 eV
Orbital gap = 7.99 eV

The geometry in XYZ format:
```
13
Properties=species:S:1:pos:R:3:lowdin_charge:R:1
S 2.24179 -0.99031 -0.33079 0.96
O -0.32094 1.13192 -0.41782 -0.12
O 2.32347 1.66370 0.13336 0.02
O 1.16055 -1.85518 -0.81529 -0.57
C -1.24975 0.15987 -0.39634 -0.44
C 1.73381 0.52008 -0.10252 -0.39
C -1.13552 -0.72346 0.78790 -0.09
H -2.15943 0.80519 -0.40079 0.14
H -1.21224 -0.35202 -1.33725 0.10
H -2.06939 -1.31122 0.89860 0.09
H 1.93458 2.47196 -0.28566 0.16
H -0.30175 -1.45352 0.61766 0.05
H -0.94517 -0.06701 1.64893 0.09
```

---

Entry from the OMol25 dataset: a structure of composition C3H6O3Tb at a distorted geometry (the ωB97M-V functional and the def2-TZVPD basis).

Computed properties:
Charge = +2
E_HOMO (alpha / beta) = -18.40 / -17.66 eV
Spin multiplicity = 8
Orbital gap (alpha / beta) = 7.50 / 5.98 eV

The geometry in XYZ format:
```
13
Properties=species:S:1:pos:R:3:mulliken_spin:R:1
Tb -0.32405 2.54864 -0.05059 7.79
O 1.50717 1.68140 -0.05982 0.15
O 2.79603 -0.08957 0.35953 -0.13
O -0.71336 0.32555 0.10271 0.09
C 0.47378 -0.46370 0.20294 0.09
C -1.92944 -0.41380 0.23254 0.01
C 1.72341 0.40176 -0.02307 -0.15
H -2.00019 -0.83640 1.24396 0.00
H -2.75588 0.28213 0.05879 -0.02
H 0.51118 -0.93608 1.19584 0.01
H -1.94876 -1.21515 -0.51697 0.00
H 2.20956 -0.03865 -2.17585 -0.87
H 0.45056 -1.24613 -0.56999 0.02
```

---

Energy above the lowest of the compared OMol25 structures with the same formula, charge and spin / eV: 0.993, 6.690, 1.413, 1.025, 1.175, 0.331, 4.522, 3.464